Entry 1:
Below is an isolated molecule of C3H4Cl2O, with properties calculated with wB97M-V/def2-TZVPD.

Last columns: bonded neighbours and bond lengths (Å).
Geometry (Å):
1 C -0.198 -0.128 -0.129  C2 1.495, H7 1.132, H8 1.047, H9 0.987
2 C 0.776 0.834 0.469  C1 1.495, Cl3 1.762, C4 1.887, H10 1.101
3 Cl 0.413 2.526 0.139  C2 1.762
4 C 2.543 0.547 -0.128  C2 1.887, O5 1.153, Cl6 1.713
5 O 3.250 1.357 -0.542  C4 1.153
6 Cl 2.901 -1.081 0.267  C4 1.713
7 H -0.559 0.164 -1.161  C1 1.132
8 H -0.935 -0.289 0.598  C1 1.047
9 H 0.249 -1.008 -0.121  C1 0.987
10 H 0.973 0.651 1.536  C2 1.101

The value obtained for the HOMO energy is -0.3628 hartree. The value obtained for the relative energy (zero: lowest compared OMol25 entry of this formula, charge and spin) is 28.5 kcal per mole. The HOMO-LUMO gap comes out at 10.48 eV.

---

Entry 2:
Below is a cluster of 3 separate species, C3H4Cl8 in total, with properties calculated with wB97M-V/def2-TZVPD.

Last columns: bonded neighbours and bond lengths (Å).
Geometry (Å):
1 Cl -15.516 10.989 -1.628  C2 1.765
2 C -14.891 12.219 -0.526  Cl1 1.765, Cl3 1.761, Cl4 1.770, H5 1.082
3 Cl -14.191 11.461 0.901  C2 1.761
4 Cl -16.203 13.339 -0.129  C2 1.770
5 H -14.092 12.797 -0.970  C2 1.082
6 Cl -15.111 13.759 -6.417  C7 1.769
7 C -15.354 13.119 -4.786  Cl6 1.769, Cl8 1.757, Cl9 1.794, H10 1.081
8 Cl -17.020 13.348 -4.276  C7 1.757
9 Cl -14.269 13.968 -3.637  C7 1.794
10 H -15.109 12.067 -4.773  C7 1.081
11 Cl -17.272 10.253 -5.797  C12 1.798
12 C -16.861 8.848 -4.753  Cl11 1.798, Cl13 1.761, H14 1.082, H15 1.081
13 Cl -18.306 8.004 -4.203  C12 1.761
14 H -16.297 8.214 -5.423  C12 1.082
15 H -16.323 9.174 -3.874  C12 1.081

The value obtained for the HOMO energy is -0.4061 hartree. The value obtained for the relative energy (zero: lowest compared OMol25 entry of this formula, charge and spin) is 1.9 kcal per mole. The HOMO-LUMO gap comes out at 11.49 eV.

---

Entry 3:
Below is a cluster of 2 separate species, C3H4ClF in total, with properties calculated with wB97M-V/def2-TZVPD.

Last columns: bonded neighbours and bond lengths (Å).
Geometry (Å):
1 C 1.401 0.933 -1.509  C3 1.294, H6 1.143, H7 1.085
2 C -1.079 -0.717 1.422  F4 1.388, Cl5 1.767, H8 1.123
3 C 0.681 0.103 -0.825  C1 1.294, H9 1.209
4 F -1.656 0.542 1.334  C2 1.388
5 Cl -2.203 -1.882 0.714  C2 1.767
6 H 2.058 0.249 -2.147  C1 1.143
7 H 1.745 1.962 -1.503  C1 1.085
8 H -0.909 -0.752 2.532  C2 1.123
9 H -0.038 -0.438 -0.018  C3 1.209

The value obtained for the HOMO energy (spin up / spin down) is -0.3522 / -0.2873 hartree. The value obtained for the relative energy (zero: lowest compared OMol25 entry of this formula, charge and spin) is 134.4 kcal per mole. The HOMO-LUMO gap (spin up / spin down) comes out at 9.94 / 6.21 eV.

---

Entry 4:
Below is a cluster of 2 separate species, C3H4ClF2NO in total, with properties calculated with wB97M-V/def2-TZVPD.

Last columns: bonded neighbours and bond lengths (Å).
Geometry (Å):
1 H -0.813 1.117 -1.400  N2 1.010
2 N -0.941 0.724 -0.478  H1 1.010, C3 1.243
3 C -1.815 1.234 0.244  N2 1.243, O4 1.317, Cl5 1.755
4 O -2.097 0.812 1.460  C3 1.317, H6 0.968
5 Cl -2.860 2.578 -0.185  C3 1.755
6 H -1.523 0.069 1.693  O4 0.968
7 C 1.887 -1.107 -0.923  C8 1.310, H11 1.072, H12 1.072
8 C 1.511 -1.079 0.332  C7 1.310, F9 1.328, F10 1.327
9 F 0.646 -1.910 0.900  C8 1.328
10 F 1.929 -0.211 1.244  C8 1.327
11 H 1.487 -1.843 -1.591  C7 1.072
12 H 2.587 -0.385 -1.295  C7 1.072

The value obtained for the HOMO energy is -0.3650 hartree. The value obtained for the relative energy (zero: lowest compared OMol25 entry of this formula, charge and spin) is 35.9 kcal per mole. The HOMO-LUMO gap comes out at 10.56 eV.

---

Entry 5:
Below is an isolated molecule of C3H4ClFO, with properties calculated with wB97M-V/def2-TZVPD.

Last columns: bonded neighbours and bond lengths (Å).
Geometry (Å):
1 O -0.150 2.352 -0.527  C2 1.201
2 C 0.275 1.232 -0.426  O1 1.201, C3 1.520, H7 1.141
3 C -0.234 0.256 0.622  C2 1.520, C4 1.495, H8 1.120, H9 1.117
4 C 0.007 -1.107 0.057  C3 1.495, F5 1.338, Cl6 1.755, H10 1.097
5 F 1.145 -1.059 -0.644  C4 1.338
6 Cl -1.264 -1.520 -1.081  C4 1.755
7 H 1.154 1.051 -1.131  C2 1.141
8 H -1.341 0.362 0.750  C3 1.120
9 H 0.300 0.357 1.598  C3 1.117
10 H 0.109 -1.924 0.782  C4 1.097

The value obtained for the HOMO energy is -0.3659 hartree. The value obtained for the relative energy (zero: lowest compared OMol25 entry of this formula, charge and spin) is 8.0 kcal per mole. The HOMO-LUMO gap comes out at 10.68 eV.

---

Entry 6:
Below is an isolated molecule of C3H4ClFO, with properties calculated with wB97M-V/def2-TZVPD.

Last columns: bonded neighbours and bond lengths (Å).
Geometry (Å):
1 O 1.525 -0.741 -0.476  C2 1.437, H7 1.149
2 C 0.295 -0.740 0.266  O1 1.437, C3 1.584, C5 1.477, H8 1.208
3 C -1.110 -0.143 -0.161  C2 1.584, F4 1.411, C5 1.464, H9 1.206
4 F -1.386 -0.264 -1.539  C3 1.411
5 C -0.061 0.684 0.437  C2 1.477, C3 1.464, Cl6 1.818, H10 1.025
6 Cl 0.933 1.938 -0.426  C5 1.818
7 H 1.636 -0.317 -1.538  O1 1.149
8 H 0.554 -1.080 1.395  C2 1.208
9 H -1.897 -0.345 0.731  C3 1.206
10 H -0.491 1.007 1.310  C5 1.025

The value obtained for the HOMO energy is -0.3618 hartree. The value obtained for the relative energy (zero: lowest compared OMol25 entry of this formula, charge and spin) is 89.1 kcal per mole. The HOMO-LUMO gap comes out at 10.29 eV.